C30H46BrN3P2Ru as an isolated structure in a non-equilibrium geometry. Source: the Open Molecules 2025 dataset; level of theory: wB97M-V/def2-TZVPD.

Summary:
- HOMO energy (alpha / beta): -18.41 / -18.43 eV
- HOMO-LUMO gap (alpha / beta): 0.2213 / 0.1642 Ha
- Net charge: +4
- Calculated total energy: -127484.3607 eV
- Spin multiplicity: 5
- Expectation value of S²: 6.079

Structure (XYZ):
```
83
Properties=species:S:1:pos:R:3:forces:R:3:mulliken_spin:R:1
N -5.9750 4.1524 -5.3318 1.98 -2.16 3.01 0.9064
C -5.9612 4.5921 -4.0738 -1.01 1.53 0.04 -0.0180
C -5.2759 3.9381 -3.0513 0.44 -0.78 -0.70 0.2188
C -4.5077 2.7727 -3.3554 -0.31 -0.06 -0.61 0.0419
C -4.6073 2.2829 -4.7024 -0.26 1.04 0.49 0.2143
C -5.3490 3.0170 -5.6366 -0.08 -0.47 -1.77 -0.0328
C -3.6073 2.1807 -2.4006 -1.02 0.37 -0.30 0.3819
Ru -1.9157 0.3871 -1.1088 1.36 1.80 1.49 1.0784
P 4.2486 -0.6698 -0.7355 -0.50 1.56 -0.40 0.6601
C -2.5772 1.2341 -2.7867 0.33 0.31 -1.14 -0.0633
C -1.1609 1.7287 -2.6833 -0.31 1.01 -1.46 0.0842
C -0.1787 1.3103 -3.6399 -0.27 -0.34 0.57 0.0196
C 1.1068 1.8136 -3.5806 0.76 0.10 -0.78 0.0248
C 1.4563 2.9818 -2.8528 -2.07 -1.96 1.61 -0.0174
C 0.4646 3.4055 -1.9277 -0.08 0.52 -0.26 0.0046
C -0.8457 2.9016 -1.9205 0.80 -0.45 -0.27 -0.0156
Br 3.1581 3.6778 -2.8532 0.03 0.21 -0.21 -0.0010
H -3.6831 2.5083 -1.3527 0.08 0.14 -0.45 0.0175
H -2.7595 0.6109 -3.6673 -0.16 0.29 0.10 0.0475
H -5.2864 4.3424 -2.0422 -0.17 0.15 -0.30 0.0140
H -4.1044 1.3681 -5.0314 -0.38 0.53 -0.05 0.0314
H -6.5004 5.5135 -3.8643 -0.03 -0.02 0.00 0.0245
H -5.4159 2.6792 -6.6748 -0.03 0.03 0.21 0.0242
H -0.5149 0.6357 -4.4509 0.63 -0.04 0.77 -0.0033
H -1.6714 3.4616 -1.4688 0.63 -0.29 0.45 -0.0135
H 1.9099 1.2984 -4.1064 -0.34 0.40 -0.56 -0.0018
H 0.7372 4.1750 -1.2226 -0.17 0.45 -0.13 0.0014
P -1.1663 -1.6266 -1.5688 0.09 -2.26 -0.41 -0.0671
C 4.7560 1.0756 -0.6124 0.72 -0.03 0.50 0.0505
C 6.2153 1.3436 -1.0115 0.33 0.15 -0.12 0.0168
H 4.6085 1.3577 0.4411 0.01 -0.03 -0.26 -0.0045
H 4.0626 1.6621 -1.2388 0.07 -0.35 0.22 0.0382
H 6.4502 2.4062 -0.8677 -0.10 -0.28 -0.02 0.0002
H 6.9098 0.7665 -0.3877 -0.19 0.16 -0.15 -0.0059
H 6.4238 1.1042 -2.0622 -0.13 0.01 0.23 -0.0001
C 3.6050 -0.8892 -2.4197 0.05 -0.55 0.00 0.0869
C 4.5874 -1.7394 -3.2385 0.14 -0.24 -0.32 0.0387
H 3.4757 0.1140 -2.8501 0.09 -0.20 0.18 0.0087
H 2.6249 -1.3801 -2.3409 0.28 0.12 -0.04 -0.0186
H 4.2484 -1.8326 -4.2733 0.04 0.05 0.13 -0.0016
H 5.5923 -1.3035 -3.2548 -0.20 -0.02 -0.01 -0.0010
H 4.6747 -2.7497 -2.8255 -0.03 0.17 -0.06 0.0002
C 3.0773 -0.9619 0.5985 -0.11 -0.55 0.09 0.0777
C 3.8090 -1.6329 1.7832 0.11 -0.10 0.31 0.0231
H 2.2684 -1.5988 0.2121 0.21 0.16 0.11 -0.0108
H 2.6766 0.0220 0.8748 -0.07 -0.19 -0.08 0.0351
H 3.1212 -2.2700 2.3464 0.13 0.13 -0.09 0.0023
H 4.6432 -2.2574 1.4369 -0.27 0.05 0.19 -0.0057
H 4.2164 -0.8884 2.4749 -0.05 -0.13 -0.18 -0.0001
C -0.5702 -2.7360 -0.2194 0.30 0.72 0.80 0.0129
C -1.3293 -4.0412 -0.0056 -0.22 -0.24 0.04 -0.0008
H -0.5730 -2.1305 0.6949 0.05 -0.27 0.02 -0.0035
H 0.4850 -2.9534 -0.4259 -0.23 0.14 -0.04 0.0008
H -2.3231 -3.8737 0.4189 0.05 -0.01 -0.11 0.0003
H -1.4365 -4.6300 -0.9209 0.05 0.08 0.07 0.0002
H -0.7875 -4.6691 0.7086 -0.02 0.17 -0.10 0.0002
C 0.0382 -2.1249 -2.8839 0.24 0.45 -0.34 -0.0145
C -0.5400 -2.6781 -4.1928 -0.10 0.08 -0.16 0.0006
H 0.7181 -2.8766 -2.4465 -0.41 0.34 -0.02 0.0017
H 0.6422 -1.2240 -3.0857 -0.12 -0.32 -0.03 0.0010
H -1.2317 -3.5176 -4.0236 0.27 0.29 -0.07 0.0002
H -1.0654 -1.8923 -4.7548 0.06 -0.28 0.07 -0.0004
H 0.2872 -3.0439 -4.8231 -0.36 0.14 0.23 -0.0002
C -2.8516 -2.1889 -2.0113 0.44 -0.54 -0.41 -0.0060
C -3.9134 -1.4708 -1.1726 0.01 -0.37 -0.17 0.0533
H -2.8899 -3.2721 -1.8539 -0.20 0.14 -0.23 0.0033
H -3.0038 -1.9980 -3.0813 0.08 -0.09 0.22 -0.0007
H -4.8220 -1.3481 -1.7796 0.24 0.22 0.38 -0.0016
H -4.1779 -2.0492 -0.2739 0.18 0.51 -0.16 0.0035
H -3.5864 -0.4365 -0.8569 -0.79 -0.23 0.23 -0.0084
N -1.7014 1.1443 5.1317 0.22 -0.17 -1.19 0.0171
C -1.6118 1.0012 3.7910 -0.52 0.08 1.08 0.0130
C -2.0557 -0.1928 3.1775 -0.33 -0.89 -0.87 0.0011
C -2.0830 -0.2957 1.7994 -0.09 0.03 1.02 0.0023
N -1.6722 0.7102 0.9811 0.22 -1.02 -0.26 0.0161
C -1.1326 1.8212 1.5565 -0.24 0.08 0.82 0.0162
C -1.1370 2.0222 2.9361 0.26 0.09 -1.25 0.0084
H -2.0411 0.3954 5.7130 -0.03 -0.02 -0.02 -0.0007
H -1.4067 1.9800 5.6019 0.08 0.20 0.03 -0.0007
H -2.4208 -1.0377 3.7749 0.21 0.43 -0.21 -0.0002
H -2.4187 -1.2165 1.2846 0.02 0.71 0.66 0.0015
H -0.6910 2.5464 0.8573 -0.38 -0.21 0.52 -0.0077
H -0.7848 2.9653 3.3424 0.08 -0.16 -0.07 0.0001
```
Positions in Å, forces in eV/Å.